1.
The following is a DFT calculation (wB97M-V/def2-TZVPD) of a 11-piece molecular cluster, C50H142Cl8N21O7P7 overall.

Structure (XYZ):
```
235
Properties=species:S:1:pos:R:3:lowdin_charge:R:1
C 1.1554 -8.2672 -6.4573 -0.128
N 2.3125 -9.1291 -6.2762 -0.334
C 3.4843 -8.6232 -6.9172 -0.125
P 2.1276 -10.8146 -6.0006 0.641
O 1.7504 -11.6690 -7.1807 -0.318
N 3.7482 -11.2473 -5.4728 -0.291
C 4.4073 -10.6762 -4.2368 -0.109
C 4.4420 -12.4108 -6.1407 -0.103
N 1.1280 -10.9863 -4.6070 -0.328
C 0.6590 -9.8994 -3.7930 -0.145
C 0.6601 -12.2833 -4.1752 -0.106
H 1.3684 -7.2609 -6.0967 0.087
H 0.2634 -8.6907 -5.9958 0.066
H 0.9477 -8.2058 -7.5255 0.086
H 3.5906 -9.1695 -7.8545 0.088
H 4.3345 -8.8401 -6.2705 0.065
H 3.4394 -7.5535 -7.1215 0.087
H 5.4970 -10.6758 -4.2641 0.076
H 4.0478 -9.6560 -4.1027 0.056
H 4.0221 -11.0236 -3.2782 0.063
H 4.1144 -13.3088 -5.6168 0.064
H 4.3144 -12.5719 -7.2112 0.073
H 5.4870 -12.3651 -5.8341 0.063
H 0.9797 -8.9138 -4.1303 0.056
H -0.3938 -9.8216 -4.0643 0.082
H 0.8271 -9.9365 -2.7167 0.087
H 1.0945 -13.1048 -4.7448 0.082
H -0.3997 -12.2064 -4.4183 0.085
H 0.8495 -12.4296 -3.1118 0.083
C 5.6524 -7.4000 8.3193 -0.134
N 7.0016 -7.2513 7.7921 -0.290
C 7.9945 -8.0649 8.5584 -0.117
P 7.6897 -6.3152 6.4864 0.566
O 9.1426 -6.2759 6.4623 -0.263
N 7.0886 -7.1277 5.1432 -0.308
C 6.9455 -8.5832 4.9444 -0.103
C 7.2024 -6.4669 3.8278 -0.112
N 6.7715 -4.8423 6.5700 -0.312
C 5.3350 -4.7038 6.4272 -0.148
C 7.5993 -3.6072 6.4208 -0.092
H 5.3869 -8.4530 8.4137 0.073
H 4.8085 -7.1529 7.6751 0.065
H 5.5812 -6.9494 9.3092 0.082
H 7.7246 -8.1961 9.6063 0.070
H 8.9589 -7.5663 8.6556 0.070
H 7.9699 -9.0703 8.1381 0.073
H 7.7929 -9.0812 5.4155 0.075
H 6.0147 -8.9949 5.3347 0.073
H 6.9576 -8.8928 3.8994 0.071
H 6.8096 -7.1290 3.0562 0.068
H 6.8163 -5.4513 3.9151 0.072
H 8.2309 -6.5129 3.4700 0.078
H 4.8721 -5.5783 5.9699 0.069
H 4.8270 -4.4136 7.3469 0.077
H 5.0407 -3.9122 5.7381 0.074
H 6.9937 -2.7204 6.6081 0.081
H 7.9565 -3.7170 5.3968 0.069
H 8.4113 -3.7078 7.1409 0.072
C -2.9690 11.4450 9.1287 -0.120
N -3.1687 10.0023 9.3782 -0.306
C -3.5313 9.5508 10.7763 -0.080
P -3.1683 8.8125 8.1619 0.588
O -3.8656 7.5842 8.6245 -0.305
N -4.0924 9.6012 6.8930 -0.318
C -3.5336 10.7031 6.1068 -0.134
C -5.5390 9.4259 6.8574 -0.118
N -1.5557 8.6328 7.6368 -0.283
C -1.1322 7.3307 7.0165 -0.101
C -0.5079 9.3138 8.4130 -0.126
H -3.8429 12.0835 8.9989 0.077
H -2.4269 11.6018 8.1961 0.048
H -2.3465 11.7463 9.9712 0.079
H -4.5494 9.1623 10.7539 0.076
H -3.3240 10.3744 11.4595 0.071
H -2.7926 8.8392 11.1451 0.070
H -2.4480 10.6576 6.0200 0.077
H -4.0329 10.5656 5.1477 0.074
H -3.9060 11.6525 6.4916 0.066
H -5.9301 9.5920 5.8536 0.071
H -5.8425 8.4936 7.3337 0.078
H -6.0030 10.3188 7.2765 0.071
H -1.8859 6.8914 6.3629 0.075
H -0.2424 7.3788 6.3888 0.075
H -0.9733 6.5499 7.7603 0.077
H 0.4656 8.9944 8.0410 0.077
H -0.4443 8.9044 9.4211 0.075
H -0.5219 10.3954 8.5476 0.067
C -13.3512 -6.7020 3.8252 -0.101
N -13.7127 -5.6356 2.8112 -0.292
C -13.1208 -4.3160 3.1261 -0.106
P -14.3510 -6.0788 1.2434 0.617
O -14.6106 -7.4891 0.9604 -0.279
N -15.7753 -5.1916 1.1049 -0.293
C -16.7098 -5.5331 0.0812 -0.147
C -15.9940 -3.8701 1.7025 -0.108
N -13.0452 -5.4127 0.2251 -0.275
C -11.6957 -5.8870 0.4720 -0.150
C -13.0553 -4.1594 -0.5282 -0.136
H -13.9839 -6.8767 4.6954 0.069
H -12.3303 -6.5349 4.1688 0.074
H -13.4874 -7.6482 3.3015 0.061
H -13.7643 -3.5038 2.7879 0.051
H -12.1585 -4.2268 2.6219 0.065
H -12.8600 -4.3440 4.1841 0.083
H -17.7264 -5.7198 0.4274 0.083
H -16.9282 -4.8298 -0.7224 0.079
H -16.3549 -6.4210 -0.4419 0.076
H -15.7221 -3.7119 2.7461 0.064
H -15.3065 -3.1534 1.2533 0.058
H -17.0449 -3.6087 1.5788 0.089
H -11.0171 -5.0364 0.5358 0.072
H -11.5393 -6.4722 1.3782 0.072
H -11.2918 -6.5962 -0.2505 0.077
H -12.2582 -3.4383 -0.3472 0.076
H -13.8999 -3.5218 -0.2671 0.050
H -13.1749 -4.1988 -1.6109 0.074
C -1.9819 -2.9572 -0.3751 -0.146
N -0.8598 -2.2023 -0.8589 -0.300
C -1.2209 -1.2462 -1.8972 -0.138
P 0.5684 -1.8263 0.0849 0.591
O 0.7376 -2.9172 1.0266 -0.286
N 1.8137 -1.3347 -0.9155 -0.307
C 2.0833 -2.0836 -2.2107 -0.084
C 3.0433 -0.8876 -0.2505 -0.103
N -0.0896 -0.3925 0.9346 -0.284
C -0.0281 0.8879 0.2742 -0.167
C -1.0472 -0.6423 2.1131 -0.056
H -1.5750 -3.8480 0.1036 0.075
H -2.6318 -3.3850 -1.1385 0.084
H -2.5824 -2.6270 0.4725 0.062
H -1.7207 -1.7539 -2.7222 0.078
H -0.3537 -0.6563 -2.1940 0.063
H -2.0088 -0.5775 -1.5505 0.073
H 2.9785 -2.6880 -2.3575 0.080
H 1.4235 -2.9490 -2.1491 0.068
H 1.8700 -1.4347 -3.0602 0.078
H 3.9002 -1.2143 -0.8397 0.077
H 3.0817 0.2008 -0.2065 0.078
H 3.1012 -1.4896 0.6564 0.080
H -0.9428 1.0836 -0.2853 0.062
H 0.1328 1.6989 0.9845 0.075
H 0.7878 0.9150 -0.4481 0.059
H -0.4239 -1.2727 2.7473 0.063
H -1.8126 -1.3872 1.8953 0.045
H -1.3560 0.3099 2.5444 0.080
C -2.8254 8.3036 -4.7716 -0.152
N -3.1364 9.6813 -4.5937 -0.310
C -2.8103 10.0098 -3.1966 -0.127
P -4.0139 10.6401 -5.7828 0.566
O -4.5783 9.8827 -6.9214 -0.295
N -5.1851 11.4387 -4.8446 -0.306
C -6.3151 10.6277 -4.3159 -0.104
C -5.5098 12.8925 -5.0354 -0.084
N -3.0113 11.8494 -6.3751 -0.332
C -2.9358 12.1251 -7.8528 -0.070
C -2.1382 12.6550 -5.5371 -0.123
H -2.1621 7.9701 -3.9735 0.077
H -2.3328 8.0786 -5.7176 0.080
H -3.7775 7.7729 -4.7725 0.082
H -1.7294 9.9662 -3.0629 0.079
H -3.2327 9.2741 -2.5123 0.079
H -3.1757 11.0308 -3.0862 0.060
H -6.7218 11.1929 -3.4773 0.068
H -7.1333 10.5399 -5.0306 0.081
H -5.9465 9.7107 -3.8561 0.075
H -4.5401 13.3848 -4.9623 0.049
H -5.8339 13.0639 -6.0619 0.076
H -6.2314 13.3175 -4.3377 0.080
H -2.5781 13.1402 -8.0251 0.077
H -2.3388 11.3188 -8.2791 0.079
H -3.9597 12.0163 -8.2104 0.069
H -2.2748 13.6710 -5.9073 0.077
H -1.1221 12.2935 -5.6951 0.084
H -2.4035 12.5679 -4.4835 0.064
C 13.8628 3.6292 -1.0056 -0.092
N 12.7575 2.6912 -1.3475 -0.298
C 11.9349 2.2957 -0.1624 -0.108
P 12.2318 2.5485 -2.9388 0.618
O 11.3995 3.6692 -3.4407 -0.306
N 13.7036 2.4380 -3.8287 -0.320
C 14.6176 1.3248 -3.8242 -0.145
C 14.1208 3.5724 -4.6307 -0.116
N 11.4896 0.8974 -3.0392 -0.281
C 10.9649 0.4781 -4.3812 -0.112
C 12.0760 -0.2342 -2.3418 -0.156
H 13.5650 4.6746 -1.0867 0.084
H 14.7591 3.4641 -1.6035 0.066
H 14.1787 3.3946 0.0109 0.077
H 12.5429 1.8168 0.6051 0.076
H 11.0861 1.6742 -0.4478 0.068
H 11.5500 3.1749 0.3543 0.076
H 15.6746 1.5473 -3.9706 0.080
H 14.6866 0.8271 -2.8569 0.068
H 14.4201 0.5878 -4.6026 0.080
H 13.3997 4.0772 -5.2735 0.084
H 14.7046 4.1675 -3.9284 0.074
H 14.8849 3.1849 -5.3046 0.073
H 10.4697 -0.4858 -4.4989 0.079
H 10.3156 1.2483 -4.7975 0.071
H 11.8285 0.5400 -5.0433 0.063
H 13.0982 -0.4709 -2.6372 0.056
H 11.5259 -1.1241 -2.6478 0.075
H 11.9808 -0.2191 -1.2561 0.066
Cl 4.6042 6.4780 -0.3046 0.475
C 5.7181 6.4442 -1.7569 -0.610
C 5.1433 7.0674 -3.0401 -0.686
Cl 4.4277 8.6700 -2.8926 0.546
H 5.9807 5.4120 -1.9888 0.071
H 6.6310 6.9566 -1.4534 0.065
H 4.5148 6.3456 -3.5617 0.074
H 6.0180 7.2265 -3.6708 0.064
Cl 1.4200 0.7008 -10.6000 0.563
C 0.8631 0.2232 -12.2082 -0.668
C -0.1706 1.1368 -12.8701 -0.751
Cl -0.7910 0.8254 -14.4449 0.596
H 0.3341 -0.6995 -11.9698 0.058
H 1.5772 0.0577 -13.0149 0.077
H 0.1694 2.1666 -12.9797 0.059
H -1.0164 1.2729 -12.1961 0.066
Cl -8.8665 5.6868 0.6356 0.548
C -7.6901 4.3943 0.8570 -0.709
C -8.2526 2.9889 0.6657 -0.650
Cl -7.8423 2.5912 -0.9829 0.563
H -7.3812 4.5068 1.8963 0.060
H -6.8462 4.8511 0.3400 0.056
H -9.3386 2.9664 0.7564 0.066
H -7.7597 2.1787 1.2029 0.066
Cl -4.8428 -6.6406 5.4396 0.479
C -3.4106 -7.5862 6.1004 -0.611
C -3.6877 -9.1125 5.9581 -0.645
Cl -4.9376 -9.4838 7.1548 0.536
H -3.1332 -7.1351 7.0531 0.064
H -2.6165 -7.2641 5.4268 0.055
H -2.8386 -9.7924 6.0282 0.075
H -4.1969 -9.1704 4.9961 0.048
```

Output
structure (SMILES) = CN(C)P(=O)(N(C)C)N(C)C.CN(C)P(=O)(N(C)C)N(C)C.CN(C)P(=O)(N(C)C)N(C)C.CN(C)P(=O)(N(C)C)N(C)C.CN(C)P(=O)(N(C)C)N(C)C.CN(C)P(=O)(N(C)C)N(C)C.CN(C)P(=O)(N(C)C)N(C)C.ClCCCl.ClCCCl.ClCCCl.ClCCCl
Kohn-Sham gap = 8.125 eV
total charge = 0
DFT total energy = -264978.9747 eV
lowest unoccupied orbital energy = 0.3 eV
highest occupied orbital energy = -7.8 eV


2.
The following is a DFT calculation (wB97M-V/def2-TZVPD) of C50H37CdClN11O4PS3 as an isolated structure.

Structure (XYZ):
```
108
Properties=species:S:1:pos:R:3:lowdin_charge:R:1
Cd -17.0449 12.1540 7.8409 1.223
C -15.0076 15.5026 10.4789 -0.131
C -15.4545 14.7743 9.3965 -0.084
N -16.4396 13.8333 9.5618 0.052
C -16.9758 13.6428 10.7417 -0.268
C -16.5330 14.4377 11.8185 -0.051
N -15.5464 15.3375 11.6661 0.102
C -18.1291 12.7181 10.8694 -0.165
C -18.7263 12.4763 12.0940 0.041
C -19.8528 11.7388 12.0543 -0.159
C -20.3821 11.2683 10.8299 0.068
C -19.6942 11.5354 9.6316 -0.218
N -18.4810 12.1623 9.6570 0.083
C -20.2304 11.2861 8.2819 -0.237
C -21.5309 10.7836 7.9819 -0.055
N -21.9202 10.6237 6.7426 0.088
C -21.1313 11.0311 5.7674 -0.090
C -19.9223 11.6559 6.0442 -0.105
N -19.4854 11.7194 7.2656 0.050
C -20.6290 11.3871 13.2754 -0.166
C -21.0095 12.3576 14.2084 -0.013
C -21.6344 11.9582 15.3525 -0.137
N -21.9816 10.6936 15.5784 0.061
C -21.5685 9.7558 14.7505 -0.130
C -20.9682 10.0544 13.5181 0.003
H -14.2245 16.2647 10.3973 0.119
H -14.9832 14.8599 8.4125 0.111
H -16.9509 14.2401 12.8449 0.126
H -18.3427 12.6975 13.0943 0.139
H -21.3410 10.8112 10.9349 0.112
H -22.1764 10.4819 8.8193 0.119
H -21.4673 10.7913 4.7620 0.114
H -19.2460 11.9840 5.2479 0.108
H -20.6699 13.3829 14.1701 0.114
H -21.8638 12.6645 16.0899 0.094
H -21.8450 8.7072 15.0362 0.124
H -20.9178 9.3063 12.7796 0.101
C -15.2775 7.5537 9.6652 -0.064
N -15.2194 7.8007 8.2507 -0.112
C -14.2652 7.2939 7.4118 -0.014
C -14.6991 7.5542 6.1232 0.011
N -15.8682 8.2567 6.2668 -0.019
C -16.1834 8.4297 7.5395 -0.757
S -17.4884 9.2188 8.3018 0.562
C -16.7135 8.7121 5.2128 -0.297
C -16.3867 9.8532 4.5571 -0.012
C -17.1777 10.3330 3.4988 -0.034
C -18.1701 9.4582 3.0827 -0.064
C -18.3960 8.2541 3.7895 -0.139
N -17.6657 7.8397 4.8120 0.151
H -14.3241 7.3489 10.1739 0.095
H -15.8509 6.6425 9.7487 0.091
H -15.7913 8.3434 10.2227 0.037
H -13.4811 6.6891 7.7535 0.110
H -14.3212 7.3271 5.1825 0.109
H -15.6033 10.4752 4.9690 0.081
H -17.1095 11.3215 3.0612 0.111
H -18.7844 9.7422 2.2442 0.097
H -19.2713 7.6308 3.4519 0.121
O -17.6367 16.4055 3.4067 0.125
C -17.7253 17.0468 4.5491 -0.509
O -17.8672 18.2431 4.6292 0.064
C -17.8075 16.2244 5.8162 -0.026
C -18.3343 16.7383 6.9759 -0.575
Cl -18.9308 18.2594 7.4016 0.842
N -18.5273 15.6992 7.8311 -0.076
N -18.1739 14.5579 7.2479 0.109
C -17.6922 14.8264 6.0841 -0.153
C -17.1441 13.7633 5.1979 -0.609
O -16.8515 14.0869 4.0527 0.061
O -17.0414 12.6233 5.7012 -0.183
C -19.3088 15.7033 9.0091 -0.215
C -18.9215 16.4494 10.0905 -0.062
C -19.7149 16.5165 11.2079 -0.074
C -20.8512 15.7427 11.3330 -0.072
C -21.1956 14.9304 10.2427 -0.085
C -20.4398 14.8522 9.1144 -0.010
H -17.3673 15.4563 3.5999 0.047
H -18.0673 17.0641 10.0368 0.103
H -19.3849 17.0913 12.0779 0.118
H -21.5675 15.9119 12.0980 0.096
H -22.1122 14.3021 10.3245 0.123
H -20.6478 14.1959 8.2890 0.106
S -14.3768 11.0882 10.8690 0.188
P -13.4664 11.5374 9.1614 0.100
S -14.6121 11.6365 7.4596 0.197
C -12.5372 13.1948 9.3363 -0.350
C -12.1490 13.7383 10.5716 -0.109
C -11.4440 14.9343 10.5661 -0.098
C -11.1299 15.5531 9.3612 -0.095
C -11.5576 15.0619 8.1385 -0.076
C -12.2454 13.8435 8.1192 -0.139
C -12.0940 10.4811 8.7290 -0.411
C -11.8524 9.3750 9.5595 -0.125
C -10.7136 8.6135 9.4133 -0.098
C -9.8744 8.8155 8.3325 -0.075
C -10.2266 9.7944 7.3928 -0.063
C -11.3443 10.5800 7.5975 -0.109
H -12.4878 13.1723 11.5086 0.104
H -11.1829 15.2986 11.5221 0.091
H -10.6319 16.4921 9.4614 0.094
H -11.3332 15.5547 7.1827 0.112
H -12.5092 13.4122 7.1641 0.059
H -12.4177 9.2621 10.5093 0.066
H -10.4140 7.8825 10.1771 0.111
H -8.9698 8.2662 8.2243 0.093
H -9.6287 9.9387 6.5369 0.090
H -11.5759 11.3492 6.8681 0.095
```

Output
Kohn-Sham gap = 6.586 eV
total charge = 0
DFT total energy = -135916.4015 eV
lowest unoccupied orbital energy = -1.2 eV
highest occupied orbital energy = -7.8 eV


3.
The following is a DFT calculation (wB97M-V/def2-TZVPD) of C50H37IrN4OSi as an isolated structure.

Structure (XYZ):
```
94
Properties=species:S:1:pos:R:3:lowdin_charge:R:1
Ir -0.3439 -0.5339 -0.6910 1.366
C -7.4870 -1.0064 2.1567 -0.089
C -6.9884 -1.9590 1.2793 -0.077
C -5.6973 -1.8423 0.7860 -0.030
C -4.8948 -0.7673 1.1571 -0.213
C -5.4010 0.1844 2.0377 -0.034
C -6.6903 0.0650 2.5353 -0.076
C -3.5028 -0.6522 0.6334 -0.051
C -2.5599 -1.5487 1.1452 -0.215
C -2.7779 -2.4480 2.2405 0.015
C -1.5768 -3.0033 2.5468 0.011
C -0.6172 -2.4626 1.6277 -0.215
N -1.2452 -1.6136 0.7828 -0.052
C 0.7625 -2.7608 1.6182 -0.056
C 1.6656 -2.3441 0.6621 -0.211
C 3.0699 -2.6728 0.6279 0.020
C 3.5699 -2.1783 -0.5230 -0.012
C 2.4846 -1.5122 -1.2213 -0.212
C 2.6119 -0.7714 -2.4254 -0.032
C 3.5506 -1.2511 -3.4773 -0.136
C 4.1414 -2.5223 -3.3928 -0.043
C 4.9936 -3.0060 -4.3722 -0.080
C 5.2600 -2.2614 -5.5094 -0.093
C 4.6033 -1.0516 -5.6694 -0.081
C 3.7529 -0.5698 -4.6880 -0.037
C 1.8461 0.4039 -2.5989 -0.198
N 0.6335 0.6406 -2.0443 -0.058
C 0.2238 1.9042 -2.3884 -0.211
C -1.0173 2.4605 -2.1498 -0.055
C -1.2843 3.8351 -2.6618 -0.211
C -1.5076 4.8754 -1.7625 -0.030
C -1.7587 6.1599 -2.2207 -0.075
C -1.7933 6.4188 -3.5841 -0.090
C -1.5747 5.3880 -4.4865 -0.078
C -1.3209 4.1032 -4.0273 -0.037
C -2.0790 1.8251 -1.4670 -0.214
C -3.4241 2.3243 -1.3763 0.011
C -4.1323 1.4297 -0.6433 0.011
C -3.2247 0.3879 -0.2515 -0.212
N -2.0010 0.6497 -0.8080 -0.052
C 1.2984 2.5378 -3.1167 0.018
C 2.2799 1.6264 -3.2565 -0.008
N 1.3768 -1.6017 -0.4606 -0.055
C 1.2719 -3.6006 2.7406 -0.212
C 1.2977 -3.0807 4.0326 -0.030
C 1.7703 -3.8448 5.0886 -0.074
C 2.2183 -5.1399 4.8655 -0.089
C 2.1949 -5.6649 3.5817 -0.078
C 1.7267 -4.8976 2.5240 -0.036
H -8.4925 -1.0996 2.5458 0.101
H -7.6050 -2.7961 0.9784 0.103
H -5.3038 -2.5856 0.1034 0.122
H -4.7736 1.0149 2.3371 0.126
H -7.0706 0.8078 3.2247 0.103
H -3.7234 -2.6098 2.7311 0.116
H -1.3582 -3.7148 3.3254 0.115
H 3.6020 -3.1917 1.4073 0.118
H 4.5979 -2.1855 -0.8401 0.115
H 3.9018 -3.1824 -2.5750 0.097
H 5.4280 -3.9901 -4.2502 0.104
H 5.9235 -2.6380 -6.2764 0.101
H 4.7295 -0.4796 -6.5799 0.104
H 3.2072 0.3294 -4.9123 0.085
H -1.4745 4.6691 -0.6996 0.125
H -1.9240 6.9608 -1.5116 0.103
H -1.9902 7.4211 -3.9417 0.101
H -1.6057 5.5823 -5.5509 0.103
H -1.1579 3.2949 -4.7298 0.122
H -3.7784 3.2348 -1.8292 0.115
H -5.1753 1.4752 -0.3789 0.114
H 1.3042 3.5659 -3.4378 0.118
H 3.2577 1.7988 -3.6681 0.109
H 0.9475 -2.0691 4.1996 0.122
H 1.7916 -3.4269 6.0869 0.104
H 2.5857 -5.7372 5.6898 0.101
H 2.5397 -6.6749 3.4011 0.102
H 1.7061 -5.3050 1.5208 0.122
C 0.5874 2.9669 4.1706 -0.194
Si 1.7729 2.3454 2.8625 0.397
C 2.5990 3.7934 2.0130 -0.190
C 3.0689 1.2461 3.6486 -0.186
C 0.8727 1.3639 1.6182 -0.186
C 0.3760 0.6675 0.7538 -0.228
H 1.1141 3.5452 4.9336 0.027
H 0.0824 2.1337 4.6633 0.027
H -0.1788 3.6065 3.7283 0.027
H 3.1808 4.3912 2.7186 0.027
H 1.8563 4.4437 1.5463 0.026
H 3.2711 3.4391 1.2290 0.029
H 3.6468 1.7824 4.4050 0.028
H 3.7604 0.8750 2.8893 0.029
H 2.6057 0.3791 4.1244 0.018
O -1.3944 -2.3840 -2.9490 0.158
C -1.0144 -1.7146 -2.1210 -0.178
```

Output
Kohn-Sham gap (alpha / beta) = 5.449 / 5.449 eV
total charge = 0
DFT total energy = -71177.7298 eV
lowest unoccupied orbital energy (alpha / beta) = -1.4 / -1.4 eV
highest occupied orbital energy (alpha / beta) = -6.8 / -6.8 eV